(1)
The molecule C16H20N2O7S. Source: the Open Molecules 2025 dataset; level of theory: ωB97M-V with the def2-TZVPD basis set.

```
! wB97M-V def2-TZVPD RIJCOSX def2/J DEFGRID3
* xyz 0 1
C -6.33 -1.85 -1.73
C -4.94 -1.97 -1.14
H -4.18 -2.03 -1.92
H -4.87 -2.85 -0.49
O -4.60 -0.81 -0.38
C -5.01 -0.76 0.88
O -5.60 -1.63 1.46
C -4.62 0.56 1.54
N -3.60 1.26 0.81
C -2.31 0.84 0.58
C -1.57 -0.23 1.04
C -0.26 -0.33 0.59
C 0.26 0.60 -0.28
C -0.46 1.68 -0.76
C -1.76 1.78 -0.31
O -2.70 2.72 -0.61
C -3.85 2.40 0.06
O -4.87 3.00 0.01
H -0.02 2.37 -1.45
S 1.97 0.42 -0.79
O 2.33 -0.96 -0.72
O 2.16 1.14 -2.02
N 2.73 1.25 0.45
H 2.94 2.19 0.18
C 3.79 0.59 1.18
H 3.76 0.91 2.23
H 3.57 -0.48 1.13
C 5.20 0.86 0.62
H 5.43 1.93 0.73
C 5.37 0.38 -0.82
H 6.20 0.90 -1.29
H 4.47 0.53 -1.42
C 5.69 -1.10 -0.62
H 4.77 -1.68 -0.60
C 6.39 -1.12 0.75
H 7.47 -1.24 0.66
O 6.16 0.15 1.36
H 6.01 -1.91 1.40
H 6.33 -1.50 -1.40
H 0.37 -1.15 0.90
H -1.99 -0.96 1.72
H -4.31 0.37 2.57
H -5.50 1.21 1.55
H -6.54 -2.71 -2.37
H -6.41 -0.94 -2.33
H -7.07 -1.81 -0.94
*
```

Results
**HOMO energy**: -8.96 eV
**SMILES**: CCOC(=O)Cn1c(=O)oc2cc(S(=O)(=O)NC[C@@H]3CCCO3)ccc21
**Kohn-Sham gap**: 9.5 eV
**F_max**: 0.0214 Eh/bohr
**Electronic energy**: -45064.8409 eV

=====

(2)
The molecule C3H7N3S. Source: the Open Molecules 2025 dataset; level of theory: ωB97M-V with the def2-TZVPD basis set.

```
! wB97M-V def2-TZVPD RIJCOSX def2/J DEFGRID3
* xyz 0 1
C -0.41 0.73 -0.03
C 1.37 -0.77 -0.76
C 1.37 -0.77 0.73
H -1.87 -1.50 -0.03
H -2.30 1.71 0.02
H -0.29 2.59 0.07
H 1.38 -1.73 -1.24
H 1.83 0.10 -1.21
H 1.75 0.12 1.17
H 1.39 -1.77 1.33
N -1.80 0.75 0.00
N 0.34 1.75 -0.02
N 0.13 -0.61 -0.01
S -2.88 -0.60 -0.02
*
```

Results
**HOMO energy**: -8.14 eV
**ΔE to the lowest compared entry with this formula, charge and spin**: 2.724 eV
**SMILES**: [H]/N=C(\NS)N1CC1
**Kohn-Sham gap**: 8.8 eV
**F_max**: 0.0553 Eh/bohr
**Electronic energy**: -18527.7463 eV

=====

(3)
A cluster of 2 separate species, C3H5N in total. Source: the Open Molecules 2025 dataset; level of theory: ωB97M-V with the def2-TZVPD basis set.

```
! wB97M-V def2-TZVPD RIJCOSX def2/J DEFGRID3
* xyz 0 1
C 1.94 0.16 -0.13
C 0.51 -0.25 0.54
C -1.23 0.07 -0.51
N 2.67 0.98 0.11
H 0.66 -0.16 1.59
H 0.56 -1.34 0.35
H -1.11 -0.28 -1.44
H -1.79 1.13 -0.21
H -2.20 -0.33 -0.30
*
```

Results
**HOMO energy**: -11.07 eV
**ΔE to the lowest compared entry with this formula, charge and spin**: 4.823 eV
**Kohn-Sham gap**: 11.2 eV
**F_max**: 0.1432 Eh/bohr
**Electronic energy**: -4677.0343 eV

=====

(4)
A structure of composition C18H36F3GaO14PS3. Source: the Open Molecules 2025 dataset; level of theory: ωB97M-V with the def2-TZVPD basis set.

```
! wB97M-V def2-TZVPD RIJCOSX def2/J DEFGRID3
* xyz -1 1
C -0.70 -4.28 1.70
C -1.90 -3.16 1.65
P -1.32 -1.44 2.24
C 0.05 -1.78 3.58
Ga -0.28 -0.19 0.57
C 0.49 -1.34 -1.01
C -0.60 -2.38 -1.65
C -0.80 -2.34 -3.26
C 0.49 -1.89 -4.15
O 1.78 -2.45 -3.74
C 2.74 -1.32 -3.94
C 3.64 -0.66 -2.73
O 2.93 -0.78 -5.18
C -1.50 1.25 -0.33
C -0.48 2.33 -1.04
C -0.83 2.67 -2.61
F -0.70 4.17 -2.75
F -2.19 2.30 -3.04
F 0.26 2.11 -3.47
H -0.56 -4.65 2.82
H 0.30 -3.74 1.38
H -1.01 -5.17 1.00
H -2.45 -3.07 0.61
H -2.75 -3.51 2.42
H 1.08 -2.01 3.02
H -0.22 -2.70 4.25
H 0.20 -0.85 4.29
H 1.02 0.57 1.19
H 0.95 -0.56 -1.75
H 1.33 -2.01 -0.49
H -1.66 -2.09 -1.17
H -0.39 -3.50 -1.29
H -1.07 -3.45 -3.60
H -1.76 -1.69 -3.54
H 0.30 -2.09 -5.30
H 0.57 -0.70 -4.05
H 4.67 -0.25 -3.18
H 3.08 0.23 -2.18
H 3.93 -1.44 -1.90
H -2.19 1.72 0.48
H -2.18 0.65 -1.09
H -0.41 3.27 -0.34
H 0.61 1.84 -1.05
C -0.42 5.83 3.53
C -0.84 5.55 2.08
O 0.07 4.55 1.62
S 0.48 3.59 2.87
O -0.36 2.41 2.83
O 1.92 3.53 2.95
O -0.06 4.56 4.07
H 0.46 6.48 3.57
H -1.23 6.28 4.11
H -0.77 6.44 1.45
H -1.85 5.14 2.03
C -1.92 -4.36 -7.60
C -1.02 -5.35 -6.88
O -1.75 -5.72 -5.70
S -3.34 -5.67 -6.02
O -3.78 -7.01 -6.33
O -3.99 -4.84 -5.03
O -3.25 -4.84 -7.42
H -1.85 -3.36 -7.15
H -1.68 -4.29 -8.67
H -0.05 -4.93 -6.62
H -0.88 -6.26 -7.48
C 2.65 5.26 7.60
C 2.43 4.11 8.59
O 1.36 3.35 8.03
S 1.44 3.43 6.41
O 2.12 2.25 5.92
O 0.15 3.85 5.91
O 2.47 4.69 6.31
H 1.90 6.04 7.74
H 3.65 5.69 7.69
H 2.17 4.47 9.59
H 3.31 3.47 8.65
*
```

Results
**HOMO energy**: -3.45 eV
**Kohn-Sham gap**: 5.2 eV
**F_max**: 0.1702 Eh/bohr
**Electronic energy**: -150227.1422 eV

=====

(5)
A cluster of 2 separate species, C5H14NS in total. Source: the Open Molecules 2025 dataset; level of theory: ωB97M-V with the def2-TZVPD basis set.

```
! wB97M-V def2-TZVPD RIJCOSX def2/J DEFGRID3
* xyz 1 1
C 3.08 0.05 -0.68
C 2.38 -0.91 0.26
S 0.75 -1.41 -0.42
H 2.53 0.99 -0.82
H 3.16 -0.39 -1.68
H 4.09 0.27 -0.36
H 2.98 -1.80 0.38
H 2.21 -0.51 1.25
H 0.65 -2.60 0.20
C -2.89 -0.28 -0.30
C -2.25 1.11 -0.32
C -0.82 1.92 1.46
N -1.03 1.10 0.52
H -2.17 -1.05 -0.54
H -3.28 -0.46 0.70
H -3.73 -0.31 -0.98
H -1.93 1.37 -1.33
H -2.93 1.84 0.09
H -0.02 1.69 2.15
H -1.40 2.83 1.52
H -0.29 0.39 0.30
*
```

Results
**HOMO energy**: -13.14 eV
**ΔE to the lowest compared entry with this formula, charge and spin**: 1.048 eV
**Kohn-Sham gap**: 8.4 eV
**F_max**: 0.0188 Eh/bohr
**Electronic energy**: -17730.2316 eV

=====

(6)
The molecule C5H8O. Source: the Open Molecules 2025 dataset; level of theory: ωB97M-V with the def2-TZVPD basis set.

```
! wB97M-V def2-TZVPD RIJCOSX def2/J DEFGRID3
* xyz 0 1
C 1.86 -0.56 0.43
C 0.91 -0.05 -0.63
O 0.89 -0.52 -1.75
C -2.16 -0.39 -0.18
C -1.27 0.36 0.47
C -0.09 1.02 -0.22
H 2.66 -1.14 -0.04
H 2.27 0.26 1.03
H 1.30 -1.22 1.12
H -0.42 1.52 -1.14
H -2.10 -0.53 -1.26
H -2.97 -0.88 0.34
H -1.34 0.47 1.55
H 0.37 1.76 0.44
*
```

Results
**HOMO energy**: -9.39 eV
**ΔE to the lowest compared entry with this formula, charge and spin**: 0.870 eV
**SMILES**: C=CCC(C)=O
**Kohn-Sham gap**: 10.4 eV
**F_max**: 0.0086 Eh/bohr
**Electronic energy**: -7361.3853 eV

=====

(7)
A structure of composition C29H42N3O9P2SeV. Source: the Open Molecules 2025 dataset; level of theory: ωB97M-V with the def2-TZVPD basis set.

```
! wB97M-V def2-TZVPD RIJCOSX def2/J DEFGRID3
* xyz 0 3
V 0.02 0.03 0.12
C -2.05 3.58 -0.52
O -2.31 3.26 -1.88
C -1.51 2.41 -2.57
C -1.76 2.35 -3.94
C -1.00 1.54 -4.77
C 0.03 0.79 -4.26
C 0.28 0.78 -2.88
C 1.39 0.04 -2.36
N 1.46 -0.21 -1.10
N 2.57 -0.69 -0.52
C 2.47 -0.46 0.78
O 1.47 0.18 1.25
C 3.50 -0.95 1.70
C 4.71 -1.50 1.27
C 5.62 -1.97 2.19
C 5.34 -1.92 3.54
C 4.14 -1.37 3.98
C 3.23 -0.88 3.07
C -0.51 1.57 -1.99
O -0.35 1.55 -0.71
H -2.62 4.49 -0.33
H -0.99 3.76 -0.34
H -2.39 2.77 0.13
H -2.55 2.96 -4.34
H -1.21 1.52 -5.83
H 0.64 0.17 -4.90
H 2.21 -0.24 -3.03
H 4.91 -1.54 0.21
H 6.56 -2.39 1.85
H 6.05 -2.29 4.26
H 3.92 -1.31 5.04
H 2.30 -0.43 3.39
C -4.27 -2.95 -3.30
C -3.55 -1.78 -2.64
C -4.02 -0.44 -3.18
O -3.77 -1.86 -1.21
P -2.77 -0.99 -0.30
O -1.53 -0.78 -1.06
C -2.61 -2.08 1.17
P -0.97 -2.87 0.98
O 0.17 -2.06 0.56
O -1.19 -4.03 -0.08
C -1.99 -5.19 0.23
C -1.14 -6.42 -0.06
C -3.25 -5.19 -0.62
O -0.73 -3.56 2.40
C 0.60 -3.47 2.96
C 0.49 -3.75 4.45
C 1.54 -4.43 2.24
O -3.47 0.38 0.03
C -4.74 0.69 0.62
C -5.23 -0.38 1.59
C -5.78 0.93 -0.47
H -4.27 -2.79 -4.38
H -5.29 -3.01 -2.95
H -3.77 -3.89 -3.10
H -2.47 -1.86 -2.81
H -5.10 -0.36 -3.11
H -3.72 -0.34 -4.22
H -3.55 0.36 -2.62
H -3.38 -2.85 1.13
H -2.66 -1.55 2.11
H -2.25 -5.16 1.29
H -0.80 -6.39 -1.09
H -1.73 -7.32 0.10
H -0.27 -6.44 0.59
H -2.99 -5.40 -1.66
H -3.75 -4.23 -0.59
H -3.93 -5.95 -0.26
H 0.95 -2.45 2.80
H 0.15 -4.77 4.62
H -0.20 -3.05 4.91
H 1.47 -3.63 4.91
H 1.23 -5.46 2.42
H 2.55 -4.29 2.60
H 1.51 -4.23 1.17
H -4.56 1.62 1.18
H -5.32 -1.34 1.09
H -6.21 -0.08 1.97
H -4.56 -0.46 2.44
H -6.03 -0.01 -0.95
H -5.39 1.62 -1.21
H -6.68 1.36 -0.03
Se -2.66 1.27 3.84
C -1.72 0.78 2.48
N -1.20 0.33 1.52
*
```

Results
**HOMO energy (alpha / beta)**: -7.19 / -7.70 eV
**ΔE to the lowest compared entry with this formula, charge and spin**: 1.776 eV
**Kohn-Sham gap (alpha / beta)**: 7.4 / 7.8 eV
**F_max**: 0.0647 Eh/bohr
**⟨S²⟩**: 2.02
**Electronic energy**: -163271.4140 eV

=====

(8)
A structure of composition C5H9NO3. Source: the Open Molecules 2025 dataset; level of theory: ωB97M-V with the def2-TZVPD basis set.

```
! wB97M-V def2-TZVPD RIJCOSX def2/J DEFGRID3
* xyz 0 1
C 2.62 1.20 -0.87
O 1.74 0.51 0.02
C 0.50 0.29 -0.39
O 0.09 0.60 -1.48
C -0.34 -0.32 0.72
C -1.33 0.72 1.25
C -1.01 -1.59 0.24
N -2.13 -1.66 -0.43
H 2.78 0.61 -1.78
H 2.20 2.18 -1.13
H 3.56 1.33 -0.33
H 0.34 -0.64 1.52
H -1.97 0.29 2.03
H -0.78 1.56 1.70
H -1.97 1.12 0.45
O -0.25 -2.52 -0.28
H -2.80 -0.94 -0.16
H -1.24 -2.77 -1.06
*
```

Results
**HOMO energy**: -9.82 eV
**ΔE to the lowest compared entry with this formula, charge and spin**: 3.012 eV
**Kohn-Sham gap**: 10.5 eV
**F_max**: 0.0956 Eh/bohr
**Electronic energy**: -12961.6942 eV

=====

(9)
The molecule C9H11NO2. Source: the Open Molecules 2025 dataset; level of theory: ωB97M-V with the def2-TZVPD basis set.

```
! wB97M-V def2-TZVPD RIJCOSX def2/J DEFGRID3
* xyz 0 1
C -2.72 -1.32 -0.43
C -1.72 -0.25 -0.23
C -2.14 1.12 -0.35
C -1.25 2.18 -0.21
C 0.10 1.92 -0.02
C 0.46 0.65 0.26
C 1.90 0.55 0.58
C 2.72 -0.57 -0.10
C -0.43 -0.41 0.05
H -3.00 -2.15 1.48
H -3.47 -0.40 1.20
H -3.40 -1.05 -1.28
H -2.22 -2.33 -0.68
H -3.20 1.52 -0.63
H -1.81 3.19 -0.19
H 0.80 2.78 -0.11
H 2.42 1.49 0.30
H 2.15 0.47 1.79
H 4.18 0.14 0.80
H 0.06 -1.43 0.16
N -3.56 -1.48 0.79
O 3.97 -0.69 0.35
O 2.38 -1.20 -1.04
*
```

Results
**HOMO energy**: -9.17 eV
**ΔE to the lowest compared entry with this formula, charge and spin**: 2.283 eV
**SMILES**: NCc1cccc(CC(=O)O)c1
**Kohn-Sham gap**: 9.6 eV
**F_max**: 0.0951 Eh/bohr
**Electronic energy**: -15094.9016 eV

=====

(10)
The molecule C4H12N2. Source: the Open Molecules 2025 dataset; level of theory: ωB97M-V with the def2-TZVPD basis set.

```
! wB97M-V def2-TZVPD RIJCOSX def2/J DEFGRID3
* xyz 0 1
C 1.26 1.84 0.01
C 0.29 1.37 1.18
C -0.72 0.50 0.57
N -0.02 -0.68 0.14
C -0.40 -1.20 -1.07
N -0.35 -2.71 -1.11
H 0.59 2.47 -0.55
H 1.63 0.93 -0.46
H 2.07 2.53 0.45
H 0.81 0.85 2.06
H 0.21 2.28 1.75
H -1.18 1.09 -0.16
H -1.72 0.27 1.16
H -0.15 -1.33 0.95
H -1.45 -0.80 -1.36
H 0.45 -1.02 -1.85
H -1.19 -3.17 -1.44
H -0.12 -3.20 -0.26
*
```

Results
**HOMO energy**: -8.71 eV
**ΔE to the lowest compared entry with this formula, charge and spin**: 2.488 eV
**SMILES**: CCCNCN
**Kohn-Sham gap**: 9.9 eV
**F_max**: 0.0871 Eh/bohr
**Electronic energy**: -7320.5406 eV

=====

(11)
A structure of composition C44H101CdN6O19. Source: the Open Molecules 2025 dataset; level of theory: ωB97M-V with the def2-TZVPD basis set.

```
! wB97M-V def2-TZVPD RIJCOSX def2/J DEFGRID3
* xyz -1 1
Cd -3.46 0.80 -2.53
C -2.66 5.03 -3.25
C -2.95 3.63 -2.87
C -3.19 3.33 -1.35
O -3.40 2.16 -1.04
C -3.33 4.44 -0.45
C -3.07 5.71 -0.87
C -2.66 6.05 -2.27
O -2.18 7.15 -2.72
O -3.15 6.60 0.10
O -2.99 2.60 -3.62
H -2.35 5.23 -4.26
H -3.78 4.30 0.53
C -0.60 0.11 -0.28
C -0.29 0.06 -1.76
O -1.41 0.33 -2.58
H -1.24 -0.70 0.08
H -1.14 0.98 0.07
H 0.30 0.11 0.34
H 0.13 -0.94 -1.86
H 0.63 0.63 -1.93
O -0.48 2.20 -4.83
H -1.20 2.75 -4.52
H -0.47 1.45 -4.24
O -4.12 -0.67 -1.13
H -4.19 -0.63 -0.18
H -4.69 -1.39 -1.38
C 1.06 3.88 -2.43
O 0.98 5.18 -1.80
C 0.38 5.09 -0.49
C 0.32 6.47 0.25
N 1.63 6.80 0.85
C 1.51 8.14 1.41
C 2.97 8.61 1.79
O 2.93 10.02 2.05
C 3.98 10.58 2.87
H 1.61 3.11 -1.90
H 1.52 4.09 -3.40
H 0.17 3.34 -2.76
H 1.00 4.47 0.15
H -0.60 4.60 -0.51
H -0.39 6.33 1.06
H -0.04 7.21 -0.47
H 2.38 6.80 0.18
H 0.90 8.06 2.31
H 0.96 8.75 0.69
H 3.71 8.47 1.00
H 3.35 7.99 2.59
H 4.95 10.21 2.56
H 3.85 10.37 3.93
H 3.94 11.67 2.87
C -5.42 -4.20 3.70
O -4.71 -2.97 3.38
C -4.34 -2.98 2.05
C -3.54 -1.73 1.79
N -4.58 -0.70 1.54
C -4.04 0.60 1.80
C -5.10 1.67 1.94
O -5.91 1.28 3.04
C -6.61 2.39 3.55
H -4.70 -5.01 3.59
H -6.18 -4.48 2.97
H -5.89 -4.05 4.67
H -5.18 -3.05 1.36
H -3.67 -3.80 1.80
H -2.87 -1.76 0.93
H -2.84 -1.72 2.62
H -5.35 -0.86 2.17
H -3.30 0.84 1.04
H -3.55 0.55 2.78
H -5.72 1.61 1.04
H -4.58 2.63 1.92
H -7.27 2.84 2.80
H -5.82 3.11 3.73
H -7.18 2.30 4.48
C -0.99 -5.01 3.71
O 0.03 -4.10 3.32
C 0.30 -3.00 4.22
C 1.51 -2.28 3.75
N 2.73 -2.93 4.09
C 3.94 -2.17 3.68
C 4.22 -2.00 2.16
O 3.21 -1.14 1.53
C 3.38 -0.92 0.16
H -0.90 -5.52 4.67
H -1.10 -5.74 2.90
H -1.96 -4.52 3.83
H 0.43 -3.41 5.22
H -0.56 -2.33 4.31
H 1.59 -1.27 4.15
H 1.34 -2.18 2.67
H 2.84 -3.82 3.62
H 4.84 -2.67 4.03
H 3.88 -1.17 4.10
H 4.26 -2.95 1.63
H 5.20 -1.54 2.06
H 2.53 -0.30 -0.16
H 3.42 -1.89 -0.32
H 4.33 -0.44 -0.09
C 5.63 1.98 -0.52
O 5.55 2.63 0.72
C 4.99 1.88 1.80
C 3.48 2.14 1.84
N 2.84 1.29 2.90
C 1.62 1.83 3.53
C 0.47 2.13 2.56
O -0.12 3.35 2.96
C -1.39 3.59 2.42
H 6.02 2.68 -1.25
H 4.65 1.65 -0.88
H 6.26 1.10 -0.62
H 5.34 2.25 2.76
H 5.25 0.83 1.65
H 3.04 1.83 0.89
H 3.25 3.19 1.97
H 2.76 0.37 2.49
H 1.76 2.71 4.16
H 1.21 1.08 4.20
H -0.20 1.28 2.71
H 0.81 2.09 1.53
H -1.41 3.50 1.34
H -1.64 4.62 2.69
H -2.18 2.98 2.87
C 3.39 0.30 -8.93
O 2.40 -0.41 -8.21
C 2.12 -1.66 -8.76
C 1.02 -2.35 -7.94
N 1.59 -2.96 -6.71
C 0.75 -2.67 -5.53
C 1.69 -2.92 -4.31
O 2.90 -2.16 -4.44
C 2.74 -0.76 -4.15
H 3.65 1.25 -8.46
H 2.98 0.55 -9.91
H 4.39 -0.11 -9.07
H 3.01 -2.27 -8.83
H 1.61 -1.50 -9.71
H 0.55 -3.18 -8.48
H 0.22 -1.66 -7.69
H 2.50 -2.56 -6.57
H -0.11 -3.34 -5.58
H 0.35 -1.65 -5.52
H 1.90 -3.99 -4.27
H 1.10 -2.77 -3.41
H 2.40 -0.60 -3.12
H 2.07 -0.20 -4.79
H 3.68 -0.21 -4.16
C -2.06 -8.32 4.03
O -1.99 -8.18 2.58
C -1.07 -9.14 2.08
C -1.00 -8.88 0.54
N -0.34 -7.61 0.32
C -0.82 -6.95 -0.87
C -0.25 -5.53 -1.14
O -0.66 -4.62 -0.10
C -0.34 -3.23 -0.30
H -1.04 -8.20 4.38
H -2.52 -9.22 4.42
H -2.44 -7.44 4.55
H -1.32 -10.15 2.37
H -0.13 -8.89 2.57
H -1.97 -9.05 0.08
H -0.40 -9.61 0.00
H -0.60 -7.09 1.14
H -1.90 -6.95 -0.75
H -0.71 -7.58 -1.75
H -0.61 -5.21 -2.11
H 0.83 -5.60 -1.28
H -0.50 -2.74 0.66
H -1.04 -2.77 -1.00
H 0.70 -3.01 -0.52
*
```

Results
**HOMO energy**: -4.54 eV
**Kohn-Sham gap**: 5.8 eV
**F_max**: 0.1329 Eh/bohr
**Electronic energy**: -99662.1378 eV